# 1
Here is C26H35ClHfIN5O3SSe2Si as an isolated structure at a distorted geometry from OMol25. Energies are from ωB97M-V/def2-TZVPD.

```
76
Properties=species:S:1:pos:R:3:mulliken_charge:R:1
Hf -0.7189 -0.3174 0.4187 0.0336
C -4.7239 -1.0116 -1.3528 -1.6998
C -3.4250 -1.2358 -0.6454 0.2423
N -2.2158 -0.6974 -1.1916 0.1166
N -2.4725 0.2040 -2.1864 -0.0351
C -1.6598 0.5887 -3.1160 -0.1994
N -1.9088 1.8113 -3.6532 -0.4901
S -0.2997 -0.3603 -3.6796 0.0170
C -3.3062 -1.8745 0.5390 0.9584
C -4.3726 -2.6317 1.1813 -1.2566
C -4.1168 -3.4827 2.1872 -0.4443
C -2.7649 -3.6450 2.6592 -1.0137
C -1.8160 -2.8358 2.1487 -0.0755
N -2.0343 -1.8672 1.1936 0.7029
H -4.6259 -1.1587 -2.4331 0.3915
H -5.4804 -1.7140 -1.0129 0.4500
H -5.1354 -0.0060 -1.1929 0.2256
H -3.2813 0.8008 -2.0487 0.4831
H -2.1592 2.5364 -2.9877 0.2242
H -1.2762 2.0988 -4.3798 0.2682
H -5.3859 -2.5202 0.8213 0.2362
H -4.9217 -4.0557 2.6313 0.4049
H -2.5077 -4.3742 3.4137 0.4446
H -0.8005 -2.9099 2.5056 0.2938
O -1.5587 4.4343 3.8333 -0.5270
C -0.2822 3.9827 3.3879 -1.4994
C -0.4555 2.8010 2.4257 2.3317
C -1.3570 1.8074 3.1509 -1.5468
O -1.2966 0.4902 2.5601 0.2315
C -1.0773 3.3324 1.1269 -1.4583
Se -2.0829 2.0407 0.0585 -0.4762
C 0.9683 2.2342 2.2276 -1.4020
Se 1.3989 1.3529 0.5286 -0.2644
H -1.4685 5.3140 4.2040 0.3451
H 0.3267 3.6624 4.2432 0.4428
H 0.2582 4.7774 2.8634 0.4729
H -2.3889 2.1519 3.1341 0.3021
H -1.0301 1.7105 4.1904 0.5250
H -2.0094 -0.0681 2.8875 0.0763
H -0.2788 3.7326 0.5028 0.3474
H -1.7744 4.1320 1.3705 0.6159
H 1.2032 1.5459 3.0435 0.2412
H 1.6832 3.0549 2.2999 0.6108
Cl 5.1713 -4.1175 2.0764 -0.2763
C 3.7872 -3.3943 1.3125 0.5651
C 3.5858 -3.5711 -0.0212 -0.4700
C 2.4729 -2.9867 -0.6661 0.0310
I 2.2020 -3.3178 -2.6926 0.0688
C 1.5688 -2.2183 0.0297 0.3636
O 0.5236 -1.6354 -0.5143 -0.6055
C 1.7779 -2.0550 1.4346 0.4165
N 0.8392 -1.3098 2.0845 1.0619
C 0.9762 -1.1312 3.3748 -0.3380
C 2.0565 -1.6518 4.1118 -1.2969
C 3.0051 -2.3940 3.4747 -1.0101
C 2.8805 -2.6269 2.0888 -0.2768
H 4.2847 -4.1644 -0.5951 0.4389
H 0.2064 -0.5541 3.8659 0.6324
H 2.1125 -1.4580 5.1737 0.4560
H 3.8466 -2.8109 4.0114 0.4348
C 4.0373 1.0285 -3.1314 -0.9313
Si 2.4720 1.0231 -4.1426 0.1122
C 2.5541 -0.2334 -5.5204 -0.9229
C 2.1323 2.7193 -4.8518 -1.0482
C 1.0613 0.6106 -2.9456 0.3937
H 4.8821 1.4516 -3.6826 0.3675
H 4.2990 0.0076 -2.8345 0.2773
H 3.9002 1.6135 -2.2172 0.3027
H 3.3991 -0.0165 -6.1807 0.3526
H 1.6441 -0.2245 -6.1262 0.3080
H 2.6924 -1.2449 -5.1273 0.1852
H 2.8982 3.0116 -5.5760 0.3622
H 2.1124 3.4720 -4.0583 0.3039
H 1.1670 2.7485 -5.3690 0.2957
H 0.6540 1.5487 -2.5574 0.3648
H 1.4283 0.0501 -2.0865 -0.5656
```

net charge: 0
multiplicity: 1
relative energy (zero: lowest compared OMol25 entry of this formula, charge and spin): 3.43 kcal per mole
frontier orbital gap: 5.42 eV
LUMO level: -0.01006 hartree
molecular weight: 1024.518 g/mol

# 2
Here is a 2-piece molecular cluster, C9H14N3O2 overall at a distorted geometry from OMol25. Energies are from ωB97M-V/def2-TZVPD.

```
28
Properties=species:S:1:pos:R:3:nbo_charge:R:1
C 3.2594 1.2418 0.5066 -0.1503
C 2.3980 1.9641 -0.2385 -0.2428
C 3.0192 -0.0684 0.8938 -0.2348
C 1.2288 1.2788 -0.6777 0.0435
C 1.7536 -0.5954 0.5783 0.0391
C -2.0097 1.5134 0.0180 0.7913
C -1.4807 -0.8989 -1.5458 -0.8011
C -0.7806 -3.2182 0.0420 -0.2735
C -1.2203 -0.8445 -0.1676 0.8610
N 0.9334 0.0311 -0.2248 -0.4587
N -2.0741 2.4625 0.9864 -0.8233
N -1.6380 0.2586 0.5746 -0.6349
O -2.2320 1.6927 -1.1689 -0.6026
O -0.8763 -1.9349 0.6397 -0.4843
H 4.2971 1.7685 0.7340 0.2443
H 2.7436 2.8850 -0.5645 0.2414
H 3.5329 -0.8276 1.5264 0.2505
H 0.4079 1.7649 -1.2381 0.2186
H 1.3954 -1.4962 0.8714 0.1914
H -2.4777 -1.0265 -1.7963 0.3005
H -0.9364 -1.6706 -2.0002 0.2649
H -1.4583 0.0769 -1.9062 0.3236
H -0.8289 -3.9158 0.8584 0.2296
H 0.2745 -3.2932 -0.4289 0.2131
H -1.7259 -3.2932 -0.5359 0.2088
H -1.8735 2.3421 1.9816 0.4125
H -2.3312 3.4491 0.7077 0.4415
H -1.3001 0.3541 1.5746 0.4309
```

net charge: +1
multiplicity: 1
relative energy (zero: lowest compared OMol25 entry of this formula, charge and spin): 12.63 kcal per mole
frontier orbital gap: 9.66 eV
LUMO level: -0.13036 hartree
molecular weight: 196.230 g/mol

# 3
Here is C2H30O20V as an isolated structure at a distorted geometry from OMol25. Energies are from ωB97M-V/def2-TZVPD.

```
53
Properties=species:S:1:pos:R:3:lowdin_spin:R:1
V -2.2800 1.2731 0.0931 2.7901
C -0.3710 -0.4809 0.2401 0.0130
O -1.5580 -0.8349 0.2611 0.0273
O 0.5140 -1.4109 0.5901 0.0049
O -0.1230 0.7671 -0.0029 0.0339
H 1.3820 -0.9879 0.4191 0.0004
C -2.4720 3.7271 0.3031 0.0111
O -1.4260 3.1901 0.5981 0.0104
O -2.5760 5.0611 0.1981 0.0028
O -3.4830 3.0671 0.1941 0.0186
H -1.8140 5.5631 0.3651 0.0000
O 1.8180 1.8391 -2.4539 0.0001
H 2.3730 2.5621 -2.7439 0.0000
H 1.3570 2.2071 -1.7049 0.0001
O -3.9110 -0.0699 -1.0469 0.0278
H -4.8540 0.1191 -1.0809 0.0011
H -3.7860 -0.9829 -0.9229 0.0015
O 3.2460 0.0101 -0.9219 0.0002
H 2.5330 0.5221 -1.3629 0.0001
H 3.0870 -0.9109 -1.1579 0.0000
O 0.9960 3.6221 -0.2459 0.0001
H 0.1050 3.3331 -0.0139 0.0001
H 0.7250 4.4991 -0.5399 0.0000
O -2.6080 0.8151 2.2311 0.0287
H -2.7410 0.0091 2.6631 0.0013
H -2.2260 1.2521 3.0181 0.0014
O 3.1500 -0.4039 1.6871 0.0000
H 2.3830 0.0921 1.9691 0.0000
H 3.3880 0.0041 0.8531 0.0000
O 2.4290 -4.2419 0.7481 0.0000
H 2.3790 -3.5179 1.3791 0.0000
H 1.4900 -4.3649 0.6231 0.0000
O -0.5080 -0.9629 -2.9549 0.0001
H -1.0390 -1.5959 -2.4379 0.0000
H 0.3240 -1.3669 -2.8659 0.0000
O 1.5620 1.7271 2.2411 0.0001
H 0.9250 1.9211 1.5451 0.0000
H 2.2480 2.3691 1.9991 0.0000
O -0.2560 -3.4369 2.1661 0.0000
H 0.4300 -3.1779 2.7791 0.0000
H -0.1230 -2.9979 1.3391 0.0000
O -1.8310 -2.7199 -1.5319 0.0004
H -2.0570 -2.1889 -0.7789 0.0001
H -2.6070 -3.2399 -1.7399 0.0000
O -1.9310 1.8251 -2.0069 0.0213
H -1.3800 1.7891 -2.8229 0.0005
H -2.8780 2.0831 -2.2909 0.0022
O 2.6260 -2.7569 2.8471 0.0000
H 2.9220 -1.9539 2.4351 0.0000
H 2.0640 -2.3579 3.5711 0.0000
O 1.6530 -2.4629 -2.0529 0.0000
H 1.4430 -2.6419 -1.1439 0.0000
H 1.2850 -3.1799 -2.5289 0.0000
```

net charge: 0
multiplicity: 4
relative energy (zero: lowest compared OMol25 entry of this formula, charge and spin): 0.00 kcal per mole
frontier orbital gap (spin up / spin down): 6.96 / 9.89 eV
LUMO level (spin up / spin down): -0.01467 / -0.01549 hartree
molecular weight: 425.186 g/mol

# 4
Here is one molecule with the formula C7H16I2Si at a distorted geometry from OMol25. Energies are from ωB97M-V/def2-TZVPD.

```
26
Properties=species:S:1:pos:R:3:nbo_charge:R:1
C 1.1646 0.3242 -1.8570 -0.6102
C -0.0490 -1.6807 -1.2226 -0.5974
C -1.3989 0.3924 -1.3682 -0.5823
C -0.3061 2.1785 1.0600 -1.0976
C 1.8815 -0.5271 1.3887 -1.1033
C -1.3062 -0.5077 1.9949 -1.0288
C -0.0181 -0.2221 -0.9281 -0.4985
Si 0.1703 0.2559 0.8881 1.7074
I -0.8614 -2.4593 2.7115 0.1420
I -1.9105 0.6010 3.7403 0.1638
H 1.2156 1.3403 -1.9714 0.2046
H 2.1180 -0.0377 -1.7215 0.2075
H 0.9810 0.1220 -2.9059 0.2089
H -0.5251 -2.1566 -0.4746 0.2032
H 0.8997 -2.0834 -1.3146 0.2100
H -0.5156 -1.9064 -2.1860 0.2003
H -2.0145 0.3942 -0.5485 0.1883
H -1.3712 1.3327 -1.7180 0.2077
H -1.7599 -0.4533 -2.1331 0.2056
H -1.3753 2.3046 1.1247 0.2415
H 0.2687 2.7335 1.8974 0.2543
H -0.0577 2.6299 0.0981 0.2279
H 2.4944 -0.1121 0.5866 0.2279
H 2.3796 -0.2630 2.2989 0.2440
H 1.9962 -1.5545 1.3430 0.2478
H -2.1001 -0.6452 1.2171 0.2258
```

net charge: 0
multiplicity: 1
relative energy (zero: lowest compared OMol25 entry of this formula, charge and spin): 0.00 kcal per mole
frontier orbital gap: 8.96 eV
LUMO level: 0.00307 hartree
molecular weight: 382.099 g/mol

# 5
Here is C3H5O4Tl as an isolated structure at a distorted geometry from OMol25. Energies are from ωB97M-V/def2-TZVPD.

```
13
Properties=species:S:1:pos:R:3:lowdin_spin:R:1
C -0.9557 1.4502 -1.0631 0.0724
C -1.3292 0.5009 0.0513 0.4335
O -1.7314 -0.7101 -0.3339 0.2717
Tl -0.1593 -2.3340 -0.7100 0.0195
H -0.7990 2.4672 -0.6763 -0.0009
H -0.0411 1.0954 -1.5672 0.0103
H -1.7214 1.4687 -1.8618 0.0200
H -1.9232 0.9402 0.8792 0.0346
H 0.2976 0.0637 0.9729 0.0477
O 1.0993 -0.5684 1.5773 0.0761
C 2.1489 -1.2133 1.0369 0.0044
O 1.9154 -1.9086 -0.0058 -0.0001
O 3.1990 -1.2519 1.7006 0.0108
```

net charge: -1
multiplicity: 2
relative energy (zero: lowest compared OMol25 entry of this formula, charge and spin): 9.37 kcal per mole
frontier orbital gap (spin up / spin down): 6.32 / 7.58 eV
LUMO level (spin up / spin down): 0.11414 / 0.11095 hartree
molecular weight: 309.452 g/mol

# 6
Here is C10H20F3N2O5Y as an isolated structure at a distorted geometry from OMol25. Energies are from ωB97M-V/def2-TZVPD.

```
41
Properties=species:S:1:pos:R:3:mulliken_charge:R:1
Y 2.8448 -1.8713 -1.1189 2.0343
O 2.1943 0.0239 -0.5676 -0.5402
H 1.9680 0.9632 -0.5128 0.3066
C 2.2447 -3.9286 2.6149 0.6891
O 2.5322 -4.9169 3.1790 -0.4145
N 1.7141 -2.7891 3.1496 0.1679
C 1.5873 -1.6199 2.3587 -0.2414
C 1.4416 -2.6778 4.5692 -0.9137
H 2.3657 -3.7823 1.4829 -0.3094
H 2.3756 -0.8960 2.6035 0.3693
H 0.6112 -1.1439 2.4263 0.1248
H 1.7653 -1.9921 1.3302 -0.3424
H 0.4813 -2.1969 4.7480 0.3029
H 1.4429 -3.6689 5.0151 0.3164
H 2.2207 -2.1077 5.0856 0.3681
C -1.2719 -0.9612 -0.7885 0.5304
O -1.3173 -1.8926 -1.5660 -0.6677
N -2.0390 -0.7973 0.3002 0.0448
C -1.8255 0.2626 1.2550 -0.9385
C -3.1646 -1.6830 0.5753 -0.9696
H -0.5664 -0.1165 -0.8988 0.1343
H -2.6401 0.9933 1.2347 0.3423
H -0.8971 0.7982 1.0460 0.2457
H -1.8192 -0.1338 2.2739 0.3432
H -2.9725 -2.3120 1.4474 0.3233
H -4.0838 -1.1137 0.7131 0.3360
H -3.3421 -2.3484 -0.2664 0.3313
C 1.9335 3.2985 -1.9751 -1.1961
C 0.6584 2.4980 -2.1600 0.2513
O -0.3318 3.2745 -2.7861 -0.2756
C -1.2148 2.5803 -3.5193 0.4080
O -1.2973 1.4030 -3.5435 -0.5221
C -2.1743 3.4874 -4.3187 0.8200
F -1.9053 4.7791 -4.1334 -0.2303
F -2.0309 3.1924 -5.6073 -0.2375
F -3.4209 3.2370 -3.9470 -0.2241
H 2.6226 2.8410 -1.2566 0.3026
H 1.7118 4.3249 -1.6930 0.3357
H 2.5110 3.3458 -2.9022 0.3257
H 0.2714 2.1171 -1.1920 -0.1930
H 0.8166 1.5300 -2.6556 0.4622
```

net charge: +2
multiplicity: 1
relative energy (zero: lowest compared OMol25 entry of this formula, charge and spin): 98.76 kcal per mole
frontier orbital gap: 3.84 eV
LUMO level: -0.40867 hartree
molecular weight: 394.179 g/mol

Q: The lowest molecular weight belongs to which entry?
A: C9H14N3O2

Q: The highest molecular weight belongs to which entry?
A: C26H35ClHfIN5O3SSe2Si

Q: The highest relative energy (zero: lowest compared OMol25 entry of this formula, charge and spin) belongs to which entry?
A: C10H20F3N2O5Y